Entry 1:
C9H24AlBLiNO3S | wB97M-V/def2-TZVPD

Calculated values
Frontier orbital gap, hartree: 0.180
Multiplicity: 1

Each line ends with the Löwdin charge.
Positions of all 41 atoms, in Å:
C -2.844 2.388 -0.256  -0.11
C -2.456 1.606 -1.560  -0.26
C -0.919 1.694 -1.852  -0.21
C -0.619 0.775 -3.105  -0.21
C 0.493 -0.280 -2.789  -0.22
C -0.046 -1.560 -2.050  -0.18
C 0.485 -1.583 -0.575  -0.32
C -0.533 -2.068 0.510  -0.28
Al 0.307 -1.649 2.354  0.39
B -0.473 0.117 3.199  -0.60
N 0.299 1.395 3.296  0.06
O -1.814 0.104 3.694  0.03
S 2.637 -1.631 2.270  0.55
C 3.338 -0.482 0.994  -0.27
O 3.096 -1.057 3.583  -0.44
O 3.163 -3.017 2.063  -0.42
H -2.633 1.773 0.637  0.07
H -3.934 2.580 -0.274  0.07
H -2.320 3.360 -0.233  0.07
H -2.745 0.541 -1.513  0.10
H -2.997 2.106 -2.390  0.11
H -0.378 1.295 -0.967  0.09
H -0.616 2.732 -2.082  0.10
H -1.518 0.239 -3.449  0.10
H -0.208 1.427 -3.904  0.10
H 1.269 0.258 -2.192  0.08
H 0.995 -0.593 -3.729  0.10
H -1.136 -1.696 -2.139  0.11
H 0.418 -2.427 -2.569  0.10
H 1.373 -2.245 -0.485  0.10
H 0.791 -0.548 -0.292  0.05
H -1.548 -1.638 0.401  0.05
H -0.635 -3.174 0.484  0.05
H -0.172 -2.840 3.317  -0.05
H -0.271 2.075 3.814  0.05
H 0.319 1.789 2.355  0.03
H -2.212 -0.646 3.254  0.05
H 2.834 0.530 1.019  -0.01
H 3.206 -0.852 -0.048  0.05
H 4.444 -0.395 1.131  0.07
Li 3.562 1.596 0.079  0.84

=====

Entry 2:
C9H24Cl12O3 | wB97M-V/def2-TZVPD

Calculated values
SMILES: ClCCl.ClCCl.ClCCl.ClCCl.ClCCl.ClCCl.CO.CO.CO
Frontier orbital gap, hartree: 0.379
Multiplicity: 1

Each line ends with the Löwdin charge.
Positions of all 48 atoms, in Å:
Cl 9.052 7.646 19.070  0.49
C 7.406 8.165 19.531  -1.06
Cl 7.528 9.355 20.812  0.52
H 6.937 8.683 18.694  -0.02
H 6.923 7.253 19.880  0.00
Cl 3.908 3.538 17.128  0.49
C 3.071 3.060 15.637  -0.97
Cl 2.506 4.449 14.638  0.51
H 3.704 2.398 15.046  0.03
H 2.191 2.486 15.928  0.02
Cl 5.644 4.890 11.218  0.49
C 3.964 5.535 11.338  -1.02
Cl 3.788 6.992 12.302  0.52
H 3.510 5.748 10.370  0.03
H 3.329 4.752 11.752  -0.01
Cl 2.004 5.689 18.689  0.47
C 2.536 6.420 20.259  -0.94
Cl 3.953 7.446 20.032  0.54
H 1.757 7.118 20.567  0.03
H 2.834 5.669 20.990  0.03
Cl 1.483 11.004 11.036  0.52
C 2.745 11.631 12.089  -1.01
Cl 2.024 12.914 13.105  0.51
H 3.141 10.827 12.710  -0.02
H 3.525 12.096 11.486  0.03
Cl 2.979 9.337 15.082  0.58
C 3.462 7.857 15.938  -0.93
Cl 5.062 8.059 16.794  0.50
H 2.666 7.479 16.580  0.00
H 3.641 7.101 15.174  -0.05
C 5.590 11.196 14.403  -0.24
O 5.597 12.119 13.395  -0.11
H 4.891 11.466 15.194  0.06
H 5.351 10.205 14.015  0.05
H 6.530 11.054 14.937  0.08
H 5.518 12.996 13.778  0.09
C 4.282 10.912 19.066  -0.19
O 3.138 11.539 19.637  -0.12
H 4.889 10.438 19.837  0.03
H 4.101 10.164 18.294  0.02
H 4.849 11.735 18.630  0.08
H 3.515 12.204 20.219  0.07
C -0.406 10.771 14.400  -0.21
O -1.573 10.324 15.055  -0.12
H -0.316 10.418 13.373  0.05
H -0.429 11.861 14.423  0.06
H 0.484 10.516 14.976  0.02
H -1.468 9.382 15.203  0.07

=====

Entry 3:
C9H24Cl12O3 | wB97M-V/def2-TZVPD

Calculated values
SMILES: ClCCl.ClCCl.ClCCl.ClCCl.ClCCl.ClCCl.CO.CO.CO
Frontier orbital gap, hartree: 0.383
Multiplicity: 1

Each line ends with the Löwdin charge.
Positions of all 48 atoms, in Å:
Cl -1.539 -2.216 -3.237  0.55
C -2.646 -1.921 -1.858  -0.99
Cl -3.993 -0.790 -2.232  0.49
H -3.085 -2.847 -1.603  -0.02
H -2.073 -1.447 -1.097  -0.04
Cl -4.680 4.008 1.303  0.49
C -3.924 3.354 -0.188  -0.98
Cl -2.599 2.215 0.131  0.56
H -4.665 2.891 -0.828  0.03
H -3.474 4.200 -0.771  0.04
Cl 1.656 4.162 -1.028  0.51
C 0.754 4.844 0.345  -0.97
Cl 1.488 6.455 0.707  0.47
H -0.287 4.941 0.048  0.02
H 0.851 4.254 1.245  0.02
Cl 2.677 -3.566 -0.755  0.51
C 1.565 -2.874 -1.952  -1.02
Cl 2.163 -3.117 -3.652  0.47
H 0.648 -3.414 -1.847  -0.02
H 1.493 -1.821 -1.723  -0.03
Cl -1.926 -4.036 0.700  0.55
C -0.695 -3.635 1.927  -0.99
Cl -0.410 -4.954 3.103  0.50
H 0.243 -3.408 1.462  0.00
H -1.055 -2.803 2.538  0.01
Cl 4.166 -0.173 -2.317  0.53
C 3.877 1.547 -2.539  -0.99
Cl 3.981 1.882 -4.305  0.48
H 2.908 1.829 -2.156  -0.02
H 4.690 2.088 -2.090  0.02
C 3.535 -0.406 2.208  -0.18
O 4.660 0.056 1.496  -0.12
H 2.652 -0.649 1.571  0.07
H 3.745 -1.306 2.830  0.08
H 3.167 0.407 2.856  0.08
H 4.707 -0.423 0.666  0.04
C -3.375 -0.589 1.847  -0.14
O -2.036 -0.314 2.289  -0.17
H -3.357 -0.936 0.801  0.05
H -3.723 -1.458 2.419  0.08
H -4.017 0.292 1.958  0.07
H -2.040 0.408 2.931  0.09
C 0.140 0.049 -0.485  -0.18
O -0.201 -1.102 0.227  -0.18
H -0.381 0.885 0.007  0.03
H 1.225 0.284 -0.536  0.08
H -0.259 -0.042 -1.513  0.08
H -0.548 -0.804 1.097  0.06

=====

Entry 4:
C9H24FN4O | wB97M-V/def2-TZVPD

Calculated values
Net charge: +1
Frontier orbital gap, hartree: 0.241
Multiplicity: 1

Each line ends with the Löwdin charge.
Positions of all 39 atoms, in Å:
C -1.006 -1.419 1.953  -0.07
C -1.284 -1.840 0.393  -0.26
F -0.930 -3.275 0.218  -0.12
C -0.624 -0.836 -0.725  -0.13
N 0.872 -0.973 -0.904  0.04
C 1.252 -2.048 -1.898  -0.15
N 1.589 -3.327 -1.446  0.16
N 1.342 -1.804 -3.387  0.06
C 0.092 -2.215 -4.133  -0.26
N -0.422 -3.601 -3.816  -0.03
H -1.531 -0.393 2.165  0.10
H -1.557 -2.223 2.641  0.11
H 0.117 -1.436 2.282  0.09
H -2.466 -1.774 0.238  0.16
H -1.240 -0.899 -1.740  0.14
H -0.806 0.278 -0.334  0.15
H 1.354 -1.123 0.033  0.15
H 1.059 -4.198 -1.714  0.14
H 2.366 -3.470 -0.738  0.16
H 2.175 -2.338 -3.735  0.14
H -0.784 -1.447 -3.990  0.13
H 0.388 -2.231 -5.289  0.16
H -1.166 -3.866 -4.501  0.10
H -0.838 -3.677 -2.862  0.06
C 0.080 2.556 3.779  -0.07
C 0.728 2.227 2.444  -0.28
O -0.150 2.382 1.334  -0.20
C -0.686 3.685 1.120  -0.27
C 0.378 4.743 0.878  -0.08
H -0.810 1.937 3.936  0.08
H 0.782 2.378 4.598  0.08
H -0.237 3.602 3.831  0.07
H 1.039 1.177 2.454  0.10
H 1.638 2.816 2.292  0.11
H -1.339 3.966 1.952  0.11
H -1.325 3.620 0.234  0.12
H 1.037 4.865 1.740  0.07
H -0.089 5.713 0.675  0.08
H 1.003 4.470 0.022  0.08

=====

Entry 5:
C9H24NO8PS | wB97M-V/def2-TZVPD

Calculated values
SMILES: NC[C@H](O)C[C@]1([PH2]=O)COS(=O)(=O)O1.CCO.CCO
Frontier orbital gap, hartree: 0.370
Multiplicity: 1

Each line ends with the Löwdin charge.
Positions of all 44 atoms, in Å:
N 2.832 0.147 0.882  0.02
C 2.780 1.542 0.435  -0.23
C 1.382 1.889 -0.050  -0.37
O 1.529 3.048 -0.870  -0.02
C 0.444 2.171 1.141  -0.10
C -0.881 1.423 1.233  -0.53
P -1.715 2.056 2.771  0.77
O -1.511 3.480 3.095  -0.39
C -0.811 -0.129 1.308  -0.13
O -1.782 -0.627 0.374  -0.20
S -2.005 0.439 -0.790  0.59
O -0.942 0.327 -1.720  -0.20
O -3.356 0.415 -1.198  -0.19
O -1.794 1.702 0.149  -0.18
H 2.292 0.040 1.735  0.05
H 3.781 -0.117 1.114  0.07
H 3.468 1.687 -0.398  0.12
H 3.077 2.229 1.239  0.12
H 1.019 1.064 -0.665  0.12
H 0.664 3.448 -1.018  0.10
H 0.198 3.236 1.157  0.13
H 0.988 1.993 2.077  0.13
H -1.208 1.160 3.732  0.03
H -3.049 1.663 2.555  0.05
H 0.176 -0.564 1.140  0.13
H -1.152 -0.491 2.282  0.11
C -3.142 -3.814 2.387  -0.09
C -1.973 -4.125 1.470  -0.33
O -2.216 -3.729 0.129  -0.07
H -4.046 -4.305 2.027  0.08
H -2.943 -4.150 3.406  0.07
H -3.336 -2.738 2.414  0.06
H -1.788 -5.198 1.436  0.11
H -1.059 -3.645 1.846  0.10
H -2.373 -2.779 0.136  0.05
C 1.287 -0.008 -4.597  -0.08
C 2.487 0.616 -3.911  -0.32
O 2.985 -0.183 -2.840  -0.09
H 0.487 -0.180 -3.881  0.05
H 0.914 0.640 -5.393  0.08
H 1.554 -0.970 -5.043  0.07
H 2.222 1.572 -3.458  0.10
H 3.283 0.801 -4.641  0.11
H 3.237 -1.040 -3.197  0.08

=====

Question: Look up the frontier orbital gap of the second one.
Answer: 0.379 hartree